Record 1
C5H10O2 | ωB97M-V with the def2-TZVPD basis set

## Properties
HOMO energy (eV): -9.9
Relative energy (zero: lowest compared OMol25 entry of this formula, charge and spin) (kcal/mol): 45.3
2S+1: 1
HOMO-LUMO gap (eV): 10.816
SMILES: C=CC[C@@H](O)CO

CARTESIAN COORDINATES (ANGSTROEM)
1 O -1.90314 1.80015 -1.39229
2 C -0.91738 1.65337 -0.40311
3 C 0.01771 0.49948 -0.75634
4 C 1.07483 0.22375 0.34947
5 C 0.73645 -0.92854 1.26727
6 C 0.78109 -2.20200 0.87332
7 O -0.77281 -0.63124 -1.09293
8 H -2.16125 0.89319 -1.62067
9 H -1.36578 1.47680 0.59205
10 H -0.35455 2.59299 -0.35331
11 H 0.53060 0.76077 -1.68762
12 H 1.21021 1.14070 0.93627
13 H 2.03640 0.01596 -0.12968
14 H -0.95805 -1.11080 -0.27055
15 H 0.43721 -0.69910 2.28960
16 H 0.53145 -3.02246 1.54025
17 H 1.07700 -2.46303 -0.14172

Mulliken atomic charge list, values in e, 6 entries: atom 1 (O): -0.53, atom 2 (C): -0.63, atom 3 (C): 0.16, atom 4 (C): -0.50, atom 5 (C): -0.33, atom 6 (C): -0.70

Record 2
C5H10O2 | ωB97M-V with the def2-TZVPD basis set

## Properties
HOMO energy (eV): -8.1
Relative energy (zero: lowest compared OMol25 entry of this formula, charge and spin) (kcal/mol): 59.1
2S+1: 1
HOMO-LUMO gap (eV): 9.161
SMILES: CCO/C=C/OC

CARTESIAN COORDINATES (ANGSTROEM)
1 C 2.90290 -1.18177 -0.15538
2 C 1.39213 -1.08216 -0.22294
3 O 1.05261 0.20004 0.26461
4 C -0.26324 0.54360 0.29525
5 C -2.80192 1.61112 0.30642
6 C -1.28506 -0.07256 -0.30686
7 O -2.58657 0.34005 -0.25943
8 H 3.24300 -0.97712 0.86411
9 H 3.24559 -2.17799 -0.44980
10 H 3.35712 -0.44254 -0.82212
11 H 1.03774 -1.21181 -1.25683
12 H 0.90163 -1.84762 0.39774
13 H -0.39992 1.43118 0.90053
14 H -3.87173 1.81224 0.23724
15 H -2.49699 1.64293 1.36212
16 H -2.24074 2.38039 -0.24334
17 H -1.18656 -0.96800 -0.91133

Mulliken atomic charge list, values in e, 6 entries: atom 1 (C): -1.31, atom 2 (C): -0.23, atom 3 (O): -0.30, atom 4 (C): -0.21, atom 5 (C): -0.79, atom 6 (C): 0.03

Record 3
C5H10O2 | ωB97M-V with the def2-TZVPD basis set

## Properties
HOMO energy (eV): -9.8
Relative energy (zero: lowest compared OMol25 entry of this formula, charge and spin) (kcal/mol): 68.3
2S+1: 1
HOMO-LUMO gap (eV): 10.638
SMILES: C=CC1COC1.O

CARTESIAN COORDINATES (ANGSTROEM)
1 O 1.21961 -1.20375 2.16374
2 C 1.86336 -0.08886 -0.75246
3 C 0.60298 -0.38153 -1.06791
4 C -0.59618 0.47578 -0.78300
5 C -1.91351 -0.23652 -0.43157
6 O -2.07969 0.54750 0.75295
7 C -0.77893 1.13073 0.60300
8 H 1.68395 -0.36613 2.05429
9 H 2.68237 -0.75346 -1.01434
10 H 2.13161 0.83744 -0.24485
11 H 0.96073 -1.42467 1.25971
12 H 0.40127 -1.31050 -1.60490
13 H -0.73133 1.19840 -1.59562
14 H -1.79349 -1.30632 -0.20521
15 H -2.74657 -0.10762 -1.13214
16 H -0.81905 2.22570 0.62761
17 H -0.08712 0.76380 1.37070

Mulliken atomic charge list, values in e, 6 entries: atom 1 (O): -0.67, atom 2 (C): -0.80, atom 3 (C): -0.61, atom 4 (C): 0.47, atom 5 (C): -0.56, atom 6 (O): -0.41

Record 4
C5H10O2 | ωB97M-V with the def2-TZVPD basis set

## Properties
HOMO energy (spin up / spin down) (eV): -7.6 / -7.8
Relative energy (zero: lowest compared OMol25 entry of this formula, charge and spin) (kcal/mol): 104.8
2S+1: 1
HOMO-LUMO gap (spin up / spin down) (eV): 7.413 / 8.106

CARTESIAN COORDINATES (ANGSTROEM)
1 C 2.55208 -0.63084 -0.14029
2 C 1.25926 0.01219 0.20971
3 O 0.27631 -0.13369 -0.59916
4 C -0.95710 0.36394 -0.46331
5 C -1.26742 1.28009 0.65400
6 C -1.84335 0.00696 -1.52582
7 O -3.00607 0.37941 -1.61342
8 H 3.28638 0.10577 -0.49405
9 H 2.98748 -1.12760 0.73374
10 H 2.40183 -1.37241 -0.92922
11 H -0.35755 -1.75736 1.47235
12 H 1.12026 0.63416 1.08917
13 H -0.98523 -1.67747 1.07236
14 H -2.31166 1.58233 0.54578
15 H -1.13520 0.81018 1.64143
16 H -0.63502 2.18320 0.63600
17 H -1.38501 -0.65888 -2.28928

Mulliken atomic charge list, values in e, 6 entries: atom 1 (C): -1.13, atom 2 (C): 0.07, atom 3 (O): -0.22, atom 4 (C): 0.58, atom 5 (C): -1.21, atom 6 (C): -0.11

Record 5
C5H10O2 | ωB97M-V with the def2-TZVPD basis set

## Properties
HOMO energy (eV): -9.1
Relative energy (zero: lowest compared OMol25 entry of this formula, charge and spin) (kcal/mol): 61.9
2S+1: 1
HOMO-LUMO gap (eV): 10.134
SMILES: COC[C@H]1C[C@H]1O

CARTESIAN COORDINATES (ANGSTROEM)
1 C 2.26595 -0.00493 0.69619
2 O 1.01858 -0.64402 0.52008
3 C 0.52614 -0.56010 -0.81840
4 C -0.84956 0.07067 -0.90961
5 C -2.02682 -0.48926 -0.14073
6 C -1.48671 0.86683 0.20436
7 O -0.84693 1.11845 1.41050
8 H 3.05749 -0.50931 0.12614
9 H 2.50958 -0.05201 1.75956
10 H 2.22144 1.04812 0.38751
11 H 1.22798 0.02780 -1.42514
12 H 0.50406 -1.57812 -1.23446
13 H -1.06506 0.41869 -1.91935
14 H -2.98823 -0.57530 -0.64326
15 H -1.81157 -1.28976 0.56588
16 H -2.07986 1.73039 -0.08997
17 H -0.17647 0.42186 1.51068

Mulliken atomic charge list, values in e, 6 entries: atom 1 (C): -0.77, atom 2 (O): -0.47, atom 3 (C): -0.69, atom 4 (C): -0.02, atom 5 (C): -0.71, atom 6 (C): -0.10

Record 6
C5H10O2 | ωB97M-V with the def2-TZVPD basis set

## Properties
HOMO energy (eV): -9.8
Relative energy (zero: lowest compared OMol25 entry of this formula, charge and spin) (kcal/mol): 60.5
2S+1: 1
HOMO-LUMO gap (eV): 10.794
SMILES: C=C[C@H](CO)OC

CARTESIAN COORDINATES (ANGSTROEM)
1 C 2.05516 1.01564 -0.23452
2 O 0.65097 0.97802 -0.19855
3 C 0.10638 -0.29634 -0.47122
4 C 0.22910 -1.25714 0.75195
5 O -1.00040 -1.47830 1.40273
6 C -1.36425 -0.14075 -0.75231
7 C -2.07500 0.87554 -0.27272
8 H 2.51111 0.41247 0.56382
9 H 2.44673 0.66374 -1.20254
10 H 2.34822 2.05738 -0.08788
11 H 0.62330 -0.73120 -1.34275
12 H 0.96314 -0.83299 1.45419
13 H 0.60075 -2.23728 0.43470
14 H -1.84733 -0.98634 -1.23883
15 H -3.15408 0.90865 -0.37718
16 H -1.51252 -0.65432 1.34195
17 H -1.58127 1.70321 0.22916

Mulliken atomic charge list, values in e, 6 entries: atom 1 (C): -0.76, atom 2 (O): -0.36, atom 3 (C): 0.37, atom 4 (C): -0.41, atom 5 (O): -0.53, atom 6 (C): -0.65

Record 7
C5H10O2 | ωB97M-V with the def2-TZVPD basis set

## Properties
HOMO energy (eV): -8.7
Relative energy (zero: lowest compared OMol25 entry of this formula, charge and spin) (kcal/mol): 59.9
2S+1: 1
HOMO-LUMO gap (eV): 9.666
SMILES: C/C=C/O.C=CO

CARTESIAN COORDINATES (ANGSTROEM)
1 C -2.40085 -0.98550 0.98990
2 C -1.52136 -0.53235 -0.13556
3 C -0.37492 -1.12160 -0.45567
4 O 0.34278 -0.75457 -1.56357
5 C 2.14532 1.03751 0.81913
6 C 1.51582 1.52714 -0.24201
7 O 2.07099 1.50612 -1.48840
8 H -2.58895 -0.17872 1.70702
9 H -1.95204 -1.82340 1.53522
10 H -3.37892 -1.31576 0.62137
11 H -1.84763 0.31276 -0.74134
12 H 0.02643 -1.95989 0.11760
13 H 1.28467 -0.87342 -1.38134
14 H 1.68022 1.09359 1.79553
15 H 3.12342 0.57500 0.72847
16 H 0.52235 1.97121 -0.17300
17 H 1.35266 1.52187 -2.13335

Mulliken atomic charge list, values in e, 6 entries: atom 1 (C): -1.12, atom 2 (C): 0.03, atom 3 (C): -0.19, atom 4 (O): -0.50, atom 5 (C): -0.65, atom 6 (C): -0.02

Number 1: strongest force on any atom 0.38 eV/A, E -9441.07789 eV. Number 2: strongest force on any atom 0.28 eV/A, E -9440.47937 eV. Number 3: strongest force on any atom 0.40 eV/A, E -9440.08330 eV. Number 4: strongest force on any atom 0.73 eV/A, E -9438.49980 eV. Number 5: strongest force on any atom 0.41 eV/A, E -9440.35681 eV. Number 6: strongest force on any atom 0.40 eV/A, E -9440.41995 eV. Number 7: strongest force on any atom 0.42 eV/A, E -9440.44425 eV.